{
  "formula": "C8H7FO2",
  "method": "wB97M-V/def2-TZVPD",
  "multiplicity": 1,
  "homo_energy_ev": [-6.69, -6.69],
  "max_force_ev_per_a": 4.28,
  "orbital_gap_ha": [0.1959, 0.1962],
  "species": ["F", "O", "O", "C", "C", "C", "C", "C", "C", "C", "C", "H", "H", "H", "H", "H", "H", "H"],
  "xyz": [[-1.294, -1.721, -2.576], [-1.618, -1.155, 0.368], [0.294, -2.872, -1.407], [-0.116, 1.493, 2.206], [1.149, 1.144, 0.197], [-0.981, 0.523, 1.822], [-0.859, -0.173, 0.592], [0.244, 0.193, -0.302], [0.925, 1.859, 1.369], [0.256, -0.341, -1.677], [-0.147, -1.768, -1.871], [1.986, 1.447, -0.292], [-0.449, -3.509, -1.337], [1.727, 2.633, 1.646], [-0.234, 1.991, 3.084], [-1.691, 0.252, 2.508], [-0.401, 0.292, -2.207], [1.209, -0.286, -2.123]]
}